C5H8O in the gas phase. Source: the OMol25 dataset; level of theory: ωB97M-V with the def2-TZVPD basis set.

The HOMO energy (spin up / spin down) is -7.38 / -6.69 eV. The frontier orbital gap (spin up / spin down) comes out at 8.3 / 7.5 eV. As for the LUMO energy (spin up / spin down): 0.9078 / 0.7755 eV. The value obtained for the energy above the lowest of the compared OMol25 structures with the same formula, charge and spin is 4.5629 eV. Its total energy is -7357.69232 eV.

Structure (ORCA input):
```
! wB97M-V def2-TZVPD RIJCOSX def2/J DEFGRID3
* xyz 0 1
O 0.327 -1.977 0.305
C -0.207 -1.033 -0.391
C -1.037 1.450 -0.363
C -0.034 0.374 -0.017
C 0.850 -1.882 1.530
C 0.255 1.388 -1.112
H 1.021 2.123 -0.876
H -1.932 1.126 -0.891
H 1.341 -2.790 1.832
H -0.556 -1.340 -1.373
H -1.191 2.251 0.356
H 0.246 1.058 -2.151
H 0.548 0.499 0.895
H 0.367 -1.246 2.256
*
```

***

A molecular structure, C3H6N2O3. Source: the OMol25 dataset; level of theory: ωB97M-V with the def2-TZVPD basis set.

The HOMO energy is -9.82 eV. The frontier orbital gap comes out at 10.4 eV. As for the LUMO energy: 0.5628 eV. The value obtained for the energy above the lowest of the compared OMol25 structures with the same formula, charge and spin is 5.8786 eV. Its total energy is -12326.34936 eV.

Structure (ORCA input):
```
! wB97M-V def2-TZVPD RIJCOSX def2/J DEFGRID3
* xyz 0 1
O 0.177 -0.559 -0.791
O 0.029 1.698 -0.965
O -0.231 0.907 1.062
N 1.038 -1.951 0.686
N -1.254 -2.300 0.251
C -0.048 -1.659 0.150
C 0.439 2.964 -0.366
C -0.026 0.704 -0.058
H 1.107 -2.711 1.535
H 1.463 3.223 -1.197
H -1.278 -3.457 0.297
H 0.770 2.793 1.081
H -1.845 -2.032 -0.502
H -0.699 3.514 -0.586
*
```

***

A molecular structure, C10H13O3. Source: the OMol25 dataset; level of theory: ωB97M-V with the def2-TZVPD basis set.

The HOMO energy is -4.28 eV. The frontier orbital gap comes out at 7.6 eV. As for the LUMO energy: 3.2952 eV. The value obtained for the energy above the lowest of the compared OMol25 structures with the same formula, charge and spin is 2.2783 eV. Its total energy is -16723.50708 eV.

Structure (ORCA input):
```
! wB97M-V def2-TZVPD RIJCOSX def2/J DEFGRID3
* xyz -1 1
O 1.968 0.152 0.989
O 2.921 0.375 -1.246
O 3.003 1.952 -2.832
C 0.256 -1.001 -0.192
C 2.476 1.349 -1.926
C 0.099 -0.616 2.255
C 0.682 3.231 -1.706
C -1.043 -1.519 -0.151
C -2.978 -2.538 1.356
C 0.984 1.754 -1.417
C -1.090 -1.354 2.225
C -1.650 -1.812 1.094
C 0.870 -0.488 1.100
H 1.572 3.831 -1.439
H 0.556 3.334 -2.820
H -3.525 -2.254 2.422
H 0.180 1.158 -1.877
H -1.505 -1.735 -1.158
H 1.007 1.480 -0.388
H 0.389 -0.446 3.307
H 0.810 -0.771 -1.079
H -0.275 3.756 -1.421
H -2.950 -3.576 1.619
H -1.529 -1.900 3.115
H -3.502 -2.453 0.335
H 2.275 0.090 -0.165
*
```

***

12 unconnected molecules or ions with the total composition C60H120N12. Source: the OMol25 dataset; level of theory: ωB97M-V with the def2-TZVPD basis set.

The HOMO energy is -7.43 eV. The frontier orbital gap comes out at 8.0 eV. As for the LUMO energy: 0.5469 eV. The value obtained for the energy above the lowest of the compared OMol25 structures with the same formula, charge and spin is 4.9724 eV. Its total energy is -82037.04198 eV.

Structure (ORCA input):
```
! wB97M-V def2-TZVPD RIJCOSX def2/J DEFGRID3
* xyz 0 1
N -6.220 -3.288 2.944
N -1.403 6.703 1.226
N 5.584 -3.357 0.603
N 2.843 3.459 5.265
N -2.282 3.850 1.529
N -4.958 -1.160 -3.998
N -2.607 4.308 -5.964
N 0.260 -1.873 -8.034
N 1.006 -0.083 -1.360
N 5.344 5.422 -0.786
N 1.747 -2.801 5.716
N 0.397 -5.674 0.420
C 4.278 3.723 -1.776
C -2.846 2.841 0.816
C -4.762 -3.589 2.924
C -0.163 -0.807 -0.808
C 0.050 -2.548 -6.749
C -2.828 -1.101 -4.328
C -2.645 2.122 2.904
C -6.812 -2.582 1.697
C -2.567 7.287 0.490
C 0.454 -3.702 3.911
C 0.039 -2.659 7.550
C -2.600 6.777 -0.936
C 0.377 -4.156 -6.804
C 1.698 0.917 -0.584
C -3.089 -0.558 -3.090
C 2.442 3.954 4.078
C 1.774 1.756 4.268
C 5.166 -1.436 -0.825
C -6.625 -2.538 4.099
C -3.990 -1.734 -4.748
C -1.459 -4.752 -0.511
C -0.402 0.488 -7.401
C 0.538 0.224 -2.714
C 4.274 -2.969 6.565
C 4.411 3.404 -0.385
C 0.953 -2.368 4.583
C 5.159 4.410 0.204
C 5.069 -4.717 1.023
C -1.308 2.875 -4.908
C 1.549 0.578 -3.763
C -1.446 6.897 2.634
C -1.897 -5.630 0.438
C -1.819 5.033 -5.190
C -2.469 2.989 -5.663
C -0.748 -6.180 0.919
C -3.147 1.764 1.683
C 6.361 -2.697 1.668
C -1.348 8.355 3.072
C 4.695 5.072 -1.941
C 4.970 -5.690 -0.198
C 1.440 -2.242 7.028
C -8.200 -3.221 1.333
C -2.051 3.420 2.762
C 2.469 -2.432 -9.045
C 1.651 -1.457 -8.200
C -6.513 -3.295 5.433
C 5.527 -2.396 2.965
C 3.150 -2.696 5.424
C 0.205 -1.698 0.451
C 0.898 2.223 -0.357
C -3.911 -2.342 2.615
C 2.402 2.144 5.425
C -0.586 -0.754 -8.299
C 1.795 2.924 3.504
C -0.052 6.881 0.683
C 0.181 5.629 -0.238
C 4.514 -2.405 0.154
C -4.451 -0.439 -3.020
C -0.048 -4.774 -0.511
C -0.899 4.171 -4.470
H -0.163 -4.296 4.586
H -1.762 4.621 1.136
H -2.023 9.021 2.535
H -0.549 -0.566 -9.372
H 1.088 0.452 -4.743
H 4.765 5.726 -2.798
H 5.712 -5.109 1.812
H -2.703 1.635 3.866
H -8.821 -2.615 0.674
H 4.129 -4.552 1.550
H 1.363 -5.822 0.675
H -6.215 -2.812 0.814
H 5.562 -0.488 -0.461
H -0.489 5.570 -1.096
H -3.628 0.825 1.450
H 3.790 3.183 -2.574
H -0.916 1.264 -7.968
H 0.648 0.753 -7.271
H -3.263 4.819 -6.537
H -5.227 0.053 -2.453
H 4.452 -6.614 0.060
H -3.571 7.140 -1.274
H 5.394 4.567 1.247
H -3.459 7.042 1.066
H 6.019 -1.862 -1.353
H -6.713 -2.722 6.339
H 1.534 -1.156 7.044
H 2.065 -2.699 7.795
H -0.145 1.067 -2.818
H -5.938 -1.093 -4.234
H -1.587 -1.162 -8.162
H -0.150 -3.726 7.668
H -0.756 -2.076 7.086
H 0.248 4.735 0.382
H 1.383 3.004 2.509
H 2.678 1.136 -1.009
H 0.010 7.677 -0.058
H -7.062 -4.227 5.564
H 3.716 -2.950 -0.351
H 5.995 -3.087 3.667
H -2.924 -5.777 0.739
H 3.231 -3.402 4.597
H 0.088 -1.762 4.854
H 3.459 -2.002 -9.192
H 2.326 -0.184 -3.708
H -1.785 6.102 -5.044
H -7.899 -4.151 0.852
H -4.307 -2.223 -5.657
H 0.593 -1.996 -5.982
H 1.150 5.687 -0.735
H 3.383 4.000 5.924
H 3.250 -1.720 4.947
H -0.269 4.544 -3.676
H -5.480 -3.630 5.528
H 5.613 -1.329 3.170
H 1.055 -2.359 0.283
H 4.015 -3.823 7.190
H -6.959 -1.503 1.726
H -2.339 -0.021 -2.527
H 0.605 -1.229 1.350
H -4.261 -1.813 1.729
H 1.985 1.572 -3.660
H 0.069 -0.588 -3.269
H -2.923 -2.642 2.268
H -0.008 -2.491 8.626
H -0.608 -6.932 1.681
H -3.769 -1.860 3.583
H 2.079 0.406 0.301
H -1.494 4.044 3.446
H 4.388 -1.136 -1.527
H -8.798 -3.396 2.228
H 2.420 1.665 6.392
H 2.657 4.997 3.902
H -1.953 7.336 -1.611
H -6.050 -1.614 4.154
H -0.679 6.327 3.159
H -7.638 -2.164 3.951
H 5.806 6.310 -0.652
H 7.188 -3.346 1.957
H 1.382 0.791 3.982
H -0.685 -2.239 0.770
H 6.761 -1.843 1.121
H -0.132 1.976 -0.099
H 1.506 -1.748 3.876
H -2.601 5.688 -0.991
H 1.451 -4.322 -6.891
H 5.978 -5.758 -0.608
H -4.456 -4.172 3.792
H 4.494 -2.132 7.227
H -0.949 0.341 -6.470
H -2.524 8.377 0.499
H -2.008 -4.124 -1.196
H -0.106 -4.586 -7.681
H 2.393 -3.449 -8.661
H 0.686 -4.199 -1.057
H -3.155 2.240 -6.032
H -2.328 6.525 3.155
H -0.356 -3.520 3.205
H -0.102 -4.557 -5.911
H -0.769 2.008 -4.557
H 1.362 2.894 0.366
H 4.458 -2.576 2.850
H 3.950 -1.874 0.920
H 5.226 -3.318 6.164
H -0.528 -1.439 -1.617
H 4.325 -5.189 -0.919
H -4.638 -4.351 2.154
H 0.706 7.044 1.448
H -2.939 2.952 -0.254
H 4.064 2.484 0.062
H -0.340 8.757 2.965
H 1.224 -4.391 3.566
H -1.373 8.547 4.145
H 1.613 -0.523 -8.760
H 2.110 -2.478 -10.073
H 0.913 2.816 -1.271
H -1.045 -0.188 -0.645
H -0.961 -2.438 -6.357
H -1.813 -1.130 -4.695
H 2.060 -1.251 -7.211
*
```

***

C3H9N3O3 in the gas phase. Source: the OMol25 dataset; level of theory: ωB97M-V with the def2-TZVPD basis set.

The HOMO energy is -9.34 eV. The frontier orbital gap comes out at 10.2 eV. As for the LUMO energy: 0.8261 eV. The value obtained for the energy above the lowest of the compared OMol25 structures with the same formula, charge and spin is 1.3178 eV. Its total energy is -13869.73656 eV.

Structure (ORCA input):
```
! wB97M-V def2-TZVPD RIJCOSX def2/J DEFGRID3
* xyz 0 1
O -0.743 0.366 2.399
O 0.118 -1.290 0.996
O -1.968 -0.317 0.651
N 0.142 0.631 0.192
N 0.124 -1.083 -1.509
N 2.104 -0.662 -0.369
C -0.662 -0.154 1.123
C -0.446 1.652 -0.656
C 0.718 -0.591 -0.348
H 0.329 2.027 -1.322
H -1.292 1.287 -1.244
H 2.533 -0.173 0.403
H -0.882 -1.149 -1.394
H -2.479 -0.712 1.368
H -0.789 2.451 -0.002
H 0.520 -1.968 -1.796
H 0.139 0.340 2.789
H 2.533 -0.655 -1.283
*
```

***

A molecular structure, C8H9O5PTm. Source: the OMol25 dataset; level of theory: ωB97M-V with the def2-TZVPD basis set.

The HOMO energy (spin up / spin down) is -21.81 / -21.79 eV. The frontier orbital gap (spin up / spin down) comes out at 6.4 / 6.5 eV. As for the LUMO energy (spin up / spin down): -15.3740 / -15.3093 eV. The value obtained for the energy above the lowest of the compared OMol25 structures with the same formula, charge and spin is 4.1976 eV. Its total energy is -57460.99384 eV.

Structure (ORCA input):
```
! wB97M-V def2-TZVPD RIJCOSX def2/J DEFGRID3
* xyz 3 3
Tm 0.013 0.009 0.363
P 0.116 0.051 2.787
O -2.020 2.578 0.002
O 2.019 -2.578 0.002
O 2.576 2.018 -0.003
O -2.574 -2.017 0.005
O 0.000 0.000 -3.251
C -0.001 -0.001 -2.085
C 1.310 -1.660 -0.029
C -1.610 0.802 2.980
C 1.663 1.303 -0.008
C -1.299 1.668 -0.031
C -1.663 -1.302 -0.022
C 0.699 0.435 4.418
C 0.212 -1.831 2.951
H -0.379 -2.323 2.218
H 1.680 0.040 4.525
H 0.029 -0.033 5.158
H -1.463 1.891 2.821
H 1.282 -2.074 2.792
H -0.073 -2.078 3.940
H -1.926 0.621 3.973
H -2.286 0.424 2.257
H 0.684 1.491 4.541
*
```

***

11 unconnected molecules or ions with the total composition C49H86N11O4. Source: the OMol25 dataset; level of theory: ωB97M-V with the def2-TZVPD basis set.

The HOMO energy is -3.55 eV. The frontier orbital gap comes out at 5.4 eV. As for the LUMO energy: 1.8203 eV. Its total energy is -76787.71150 eV.

Structure (ORCA input):
```
! wB97M-V def2-TZVPD RIJCOSX def2/J DEFGRID3
* xyz -1 1
O -3.646 -1.188 -2.781
O -0.224 -0.383 2.080
O -4.507 -2.276 -4.516
O -0.556 -2.246 0.979
N 0.846 2.853 -3.683
N 4.360 1.397 -9.437
N -1.957 -5.127 8.822
N 1.313 0.699 0.065
N -1.669 -3.726 1.886
N -3.152 2.993 1.994
N 4.101 -3.658 10.486
N 3.583 2.277 0.386
N 4.596 -2.047 -2.808
N 0.985 5.068 -8.975
N -5.591 -2.905 4.059
C -1.771 4.838 -4.826
C 4.086 2.248 -12.810
C 4.313 -0.935 -2.754
C -2.926 0.007 -3.141
C 1.243 -0.779 0.156
C 1.578 4.245 -8.433
C -0.349 -0.762 -1.822
C -1.366 -5.944 9.372
C 2.809 3.038 -12.544
C 0.913 -1.407 -1.223
C 3.449 3.766 -6.864
C 0.079 -1.168 1.140
C -4.908 1.148 4.844
C -1.638 -0.256 -3.924
C -4.621 0.287 3.619
C -2.986 -4.942 3.792
C 0.029 3.657 -3.603
C 3.914 4.588 1.554
C -5.515 -3.017 2.918
C 4.276 1.201 -10.565
C 2.444 -0.587 10.310
C 6.340 1.368 -2.527
C -6.032 -0.782 -3.515
C 0.562 -6.396 10.862
C 3.437 -2.848 10.015
C -3.193 1.933 2.436
C -1.133 -4.892 5.533
C 3.729 3.293 0.901
C -1.016 4.674 -3.505
C -2.558 -4.483 5.187
C -2.243 -4.281 2.722
C 1.552 4.756 2.499
C 4.554 4.441 -7.669
C 1.698 -0.873 11.609
C 2.328 3.198 -7.739
C -3.249 0.583 2.996
C -4.671 -1.460 -3.642
C -0.889 5.391 -5.937
C -0.616 -6.981 10.078
C 3.046 4.730 2.807
C -6.476 -2.339 0.728
C -5.418 -3.161 1.467
C 3.958 0.480 -2.686
C 5.028 1.382 -3.304
C -7.899 -2.828 0.977
C 4.168 0.951 -12.000
C 2.585 -1.821 9.416
C -0.690 -1.270 -3.250
C 1.635 -5.800 9.957
H -6.268 -2.395 -0.343
H -2.611 5.517 -4.667
H -1.290 -7.495 10.766
H -1.228 -0.969 -1.190
H -2.636 0.481 -2.191
H -2.655 -3.399 5.271
H -4.954 2.209 4.586
H -2.873 -6.027 3.707
H 3.429 -0.176 10.541
H 3.015 0.631 -3.217
H 5.041 0.380 -12.323
H -3.561 0.759 -3.644
H -6.399 -1.287 1.012
H -0.259 -7.730 9.368
H 0.980 4.914 3.413
H -1.070 0.709 -3.950
H 4.646 2.405 -3.328
H 2.772 3.921 -13.182
H 1.685 1.017 0.951
H -6.417 -0.742 -2.488
H -5.503 -4.216 1.195
H 1.639 2.631 -7.109
H 2.739 2.496 -8.469
H 2.228 -1.099 0.532
H 0.207 -5.633 11.559
H 0.705 -1.281 11.408
H -0.411 -4.418 4.866
H -8.608 -2.246 0.386
H 4.987 3.750 -8.393
H 2.474 -5.446 10.551
H -1.717 4.386 -2.719
H 1.924 2.434 -12.754
H 3.257 3.917 3.504
H -0.577 5.627 -3.201
H 4.130 1.997 -13.872
H -1.125 -2.274 -3.149
H 2.755 3.377 -11.508
H 0.371 1.073 -0.005
H 3.294 0.328 -12.200
H -2.458 0.455 3.735
H 4.965 4.695 1.830
H 0.255 -1.362 -3.812
H -5.869 0.872 5.284
H 5.218 1.088 -4.340
H -0.454 6.352 -5.653
H -6.054 0.232 -3.938
H 6.181 1.663 -1.488
H -3.042 -0.135 2.198
H -8.178 -2.722 2.028
H -1.006 -5.976 5.463
H -2.194 3.881 -5.140
H 3.317 5.661 3.312
H 0.710 -2.475 -1.059
H 1.715 -1.263 -1.966
H -0.893 -4.591 6.553
H -4.664 -0.761 3.919
H 1.601 -2.241 9.199
H 6.799 0.377 -2.536
H 4.953 2.878 -12.597
H 5.352 4.778 -7.005
H 3.018 -1.524 8.459
H 1.901 0.181 9.756
H -0.077 4.705 -6.179
H 1.219 3.815 2.058
H -5.411 0.437 2.877
H -1.814 -0.525 -4.980
H 1.251 -4.952 9.386
H 3.690 5.392 0.849
H -4.044 -4.723 3.658
H 3.780 0.765 -1.645
H 2.242 -1.585 12.233
H -3.237 -4.921 5.924
H 7.052 2.067 -2.972
H 3.883 2.948 -6.288
H -8.007 -3.877 0.697
H 4.179 5.314 -8.207
H -4.138 1.013 5.606
H 1.575 0.045 12.184
H -4.423 -2.833 1.151
H -6.727 -1.384 -4.114
H 1.011 -7.190 11.463
H -1.475 5.542 -6.843
H 1.310 5.565 1.805
H 3.038 4.478 -6.144
H -0.249 0.340 -1.857
H 2.010 -6.546 9.254
*
```